# 1
Below is a 2-piece molecular cluster, F2H2NP overall in a non-equilibrium geometry, with properties calculated with the ωB97M-V functional and the def2-TZVPD basis.

The max |F| is 0.0335 hartree/bohr. The value obtained for the frontier orbital gap is 11.5 eV. Its energy relative to the best compared isomer or geometry (same formula, charge and spin) is 1.380 eV. Its SMILES is [H]/N=P\F.F. Its total energy is -597.06809 Eh.

ORCA input file:
```
! RIJCOSX wB97M-V def2-TZVPD def2/J DEFGRID3
* xyz 0 1
N -0.02610 0.25787 -0.29255
F 2.00597 -1.78865 0.52687
F -2.23037 1.51419 0.05210
P -0.58850 1.53979 0.32301
H 1.42519 -1.12087 0.19774
H -0.58619 -0.40233 -0.80717
*
```

***

# 2
Below is a 2-piece molecular cluster, F2H2S2Si overall in a non-equilibrium geometry, with properties calculated with the ωB97M-V functional and the def2-TZVPD basis.

The max |F| is 0.0758 hartree/bohr. The value obtained for the frontier orbital gap is 9.9 eV. Its energy relative to the best compared isomer or geometry (same formula, charge and spin) is 3.184 eV. Its total energy is -1286.86469 Eh.

ORCA input file:
```
! RIJCOSX wB97M-V def2-TZVPD def2/J DEFGRID3
* xyz 0 1
F -0.14951 -2.23861 -0.10429
F -0.36710 0.38400 1.97499
Si -0.21405 0.14715 0.39371
S -1.83092 1.13894 -0.55003
S 1.71460 0.45907 -0.39261
H -1.13639 0.84136 -1.64753
H 1.98338 -0.73191 0.32577
*
```

***

# 3
Below is F2H4HfO2Pb as an isolated structure in a non-equilibrium geometry, with properties calculated with the ωB97M-V functional and the def2-TZVPD basis.

The max |F| is 0.1618 hartree/bohr. The value obtained for the frontier orbital gap is 3.2 eV. Its energy relative to the best compared isomer or geometry (same formula, charge and spin) is 0.900 eV. Its total energy is -591.38855 Eh.

ORCA input file:
```
! RIJCOSX wB97M-V def2-TZVPD def2/J DEFGRID3
* xyz 4 1
Pb -16.21986 3.61409 2.10310
Hf -13.68019 -0.05386 0.69209
F -13.47620 1.18458 -1.20447
F -15.39180 1.51472 0.80363
O -16.79197 2.13653 -1.73832
H -17.10476 3.04909 -1.67401
H -16.17753 2.01814 -1.00570
O -15.62282 -1.22136 1.38971
H -16.23322 -1.03454 2.12664
H -15.73405 -2.17918 1.21265
*
```

***

# 4
Below is a 2-piece molecular cluster, F2H4NPSi overall in a non-equilibrium geometry, with properties calculated with the ωB97M-V functional and the def2-TZVPD basis.

The max |F| is 0.0571 hartree/bohr. The value obtained for the frontier orbital gap is 9.2 eV. Its energy relative to the best compared isomer or geometry (same formula, charge and spin) is 2.307 eV. Its SMILES is N=[SiH2].FPF. Its total energy is -887.69540 Eh.

ORCA input file:
```
! RIJCOSX wB97M-V def2-TZVPD def2/J DEFGRID3
* xyz 0 1
N -0.41967 0.06329 0.36533
F 3.32257 1.09479 -0.56285
F 3.64969 -1.12594 -0.60740
Si -1.88487 -0.25849 -0.21697
P 3.19338 -0.03941 0.56156
H 0.33398 -0.09612 -0.28594
H 4.49757 0.14336 0.98193
H -2.32841 0.31269 -1.57117
H -3.03152 -0.61303 0.60914
*
```

***

# 5
Below is a 2-piece molecular cluster, F2H4NPSi overall in a non-equilibrium geometry, with properties calculated with the ωB97M-V functional and the def2-TZVPD basis.

The max |F| is 0.0712 hartree/bohr. The value obtained for the frontier orbital gap is 9.8 eV. Its energy relative to the best compared isomer or geometry (same formula, charge and spin) is 2.161 eV. Its SMILES is N=[SiH2].FPF. Its total energy is -887.70079 Eh.

ORCA input file:
```
! RIJCOSX wB97M-V def2-TZVPD def2/J DEFGRID3
* xyz 0 1
N -0.90079 0.61445 -0.82373
F -2.00396 -2.13298 1.26111
F 0.20629 -2.74038 1.63179
Si 0.35601 0.05782 0.02023
P -1.17223 -2.54423 2.50079
H -1.32843 0.28308 -1.69664
H -0.92309 -1.32633 2.91926
H 1.23472 -0.98480 -0.15683
H 0.68327 0.61258 1.26577
*
```

***

# 6
Below is a 2-piece molecular cluster, F2H4SSi2 overall in a non-equilibrium geometry, with properties calculated with the ωB97M-V functional and the def2-TZVPD basis.

The max |F| is 0.0467 hartree/bohr. The value obtained for the frontier orbital gap (spin up / spin down) is 8.0 / 7.2 eV. Its energy relative to the best compared isomer or geometry (same formula, charge and spin) is 0.385 eV. Its total energy is -1179.27480 Eh. Its expectation value of S² is 2.005.

ORCA input file:
```
! RIJCOSX wB97M-V def2-TZVPD def2/J DEFGRID3
* xyz 0 3
F -0.92739 -0.84875 -1.94214
F -1.23425 -1.91481 0.17063
Si 1.61714 -0.31803 -0.07575
Si -0.58752 -0.55136 -0.40308
S -1.95210 2.10266 1.18630
H 2.21957 -1.60300 -0.46349
H 2.27409 0.75225 -0.97607
H 1.93141 0.20279 1.30110
H -3.34095 2.17826 1.20249
*
```

***

# 7
Below is a 2-piece molecular cluster, F2HN overall in a non-equilibrium geometry, with properties calculated with the ωB97M-V functional and the def2-TZVPD basis.

The max |F| is 0.1334 hartree/bohr. The value obtained for the frontier orbital gap is 10.2 eV. Its energy relative to the best compared isomer or geometry (same formula, charge and spin) is 2.122 eV. Its total energy is -254.86298 Eh.

ORCA input file:
```
! RIJCOSX wB97M-V def2-TZVPD def2/J DEFGRID3
* xyz 0 1
N 0.32719 -0.15724 -0.16222
F -0.45162 -0.17552 -1.16186
F -0.37630 -0.86446 0.81488
H 0.50074 1.19722 0.50920
*
```

***

# 8
Below is F2HNS as an isolated structure in a non-equilibrium geometry, with properties calculated with the ωB97M-V functional and the def2-TZVPD basis.

The max |F| is 0.0664 hartree/bohr. The value obtained for the frontier orbital gap is 10.1 eV. Its energy relative to the best compared isomer or geometry (same formula, charge and spin) is 1.873 eV. Its total energy is -653.15749 Eh.

ORCA input file:
```
! RIJCOSX wB97M-V def2-TZVPD def2/J DEFGRID3
* xyz 0 1
N 0.25425 -0.53004 0.35334
F 0.76818 -1.30395 -0.96109
F -0.91626 1.75772 -0.02800
S 0.49488 1.01238 0.44233
H -0.60105 -0.93610 0.19342
*
```

***

# 9
Below is a single F2HOPS molecule in a non-equilibrium geometry, with properties calculated with the ωB97M-V functional and the def2-TZVPD basis.

The max |F| is 0.1124 hartree/bohr. The value obtained for the frontier orbital gap (spin up / spin down) is 6.3 / 7.1 eV. Its energy relative to the best compared isomer or geometry (same formula, charge and spin) is 0.780 eV. Its total energy is -1015.05911 Eh. Its expectation value of S² is 2.005.

ORCA input file:
```
! RIJCOSX wB97M-V def2-TZVPD def2/J DEFGRID3
* xyz 0 3
O -0.77261 0.55298 -0.84357
F 1.23414 -0.80938 -0.51995
F -0.49114 -1.25155 1.07577
P 0.17468 0.06243 0.33426
S 0.94907 1.40645 1.62961
H -1.09415 0.03909 -1.67612
*
```

***

# 10
Below is F2Li5 as an isolated structure in a non-equilibrium geometry, with properties calculated with the ωB97M-V functional and the def2-TZVPD basis.

The max |F| is 0.0496 hartree/bohr. The value obtained for the frontier orbital gap (spin up / spin down) is 4.3 / 7.8 eV. Its total energy is -236.87576 Eh. Its expectation value of S² is 0.751.

ORCA input file:
```
! RIJCOSX wB97M-V def2-TZVPD def2/J DEFGRID3
* xyz 2 2
Li 12.34126 17.93238 6.59046
Li 13.37221 17.24794 2.45997
Li 11.70580 19.29277 3.63034
Li 10.08056 17.22562 5.77998
Li 10.90489 16.25274 3.09800
F 9.70253 19.13225 3.40960
F 11.80469 17.45012 4.63718
*
```

***

Which value of max |F| does entry 1 give? 0.0335 hartree/bohr